[1]
20
Properties=species:S:1:pos:R:3:forces:R:3:nbo_charge:R:1 method="wB97M-V/def2-TZVPD" lumo_energy_ev=3.25 fmax_ev_per_a=2.69 homo_energy_ev=-3.6 de_lowest_kcal_mol=25.1 charge=-1
C 0.2815 -1.5297 -0.6693 -1.1 0.9 0.6 -0.2340
C 1.3338 -1.4489 0.4098 1.1 -0.7 -0.5 -0.5206
S 0.8164 -1.6407 2.1422 1.1 -1.0 0.2 -0.1215
N -0.6267 -0.3798 -0.4936 -0.4 -0.3 -0.4 -0.7310
C -0.2050 1.0770 -0.8010 -1.9 0.1 1.9 0.1278
O -0.4964 1.4840 -2.0209 1.1 -1.0 -0.3 -0.9407
H -0.3412 -2.4333 -0.5350 0.4 0.2 -0.1 0.1797
H 0.7135 -1.5593 -1.6692 0.4 0.0 -0.1 0.1785
H 2.0684 -2.2604 0.2310 -0.4 0.0 0.4 0.2086
H 1.9632 -0.5726 0.2741 -0.4 0.4 0.2 0.2144
H -0.2665 -0.9099 2.3146 -0.4 0.6 -0.4 0.1693
H -1.3475 -0.4543 -1.2109 -0.1 -0.1 0.2 0.3676
H 0.7856 1.2040 -0.2614 0.0 0.0 -1.0 0.0767
H -0.9329 1.5719 -0.0972 0.6 0.0 0.2 0.0888
H -0.2658 3.4267 -2.6866 -0.2 0.1 -0.2 0.4812
H 0.8427 2.7182 -2.1943 -0.1 0.4 -0.6 0.4952
O 0.6850 3.5747 -2.6634 0.6 0.2 0.3 -1.0063
H -1.6111 -0.3275 1.1251 -0.1 0.2 -0.4 0.5074
H -2.8377 -0.7513 2.0068 0.1 -0.1 -0.1 0.4556
O -2.0999 -0.1388 1.9650 -0.1 0.1 0.3 -0.9966

[2]
64
Properties=species:S:1:pos:R:3:forces:R:3:mulliken_charge:R:1 method="wB97M-V/def2-TZVPD" lumo_energy_ev="-0.80 / -0.80" fmax_ev_per_a=4.43 homo_energy_ev="-8.0 / -8.0"
C 0.9975 -1.1966 -1.8440 -0.6 -0.5 0.2 -0.4746
C -0.4039 -1.1072 -2.1000 0.3 -0.4 0.5 -0.4187
C -1.0936 -1.8226 -1.0727 0.6 -0.3 0.1 -0.6095
C -0.1170 -2.3500 -0.1671 0.2 0.0 -1.4 -0.5651
C 1.1819 -1.9740 -0.6527 -0.9 -0.1 -0.3 -0.4422
Ti 0.1052 0.0218 -0.0016 2.6 -2.8 2.2 -0.0992
C -1.6827 1.4504 -0.6948 -0.2 0.8 -0.9 -0.4767
C -0.5087 1.7810 -1.2639 -1.2 2.5 -1.5 0.6690
C 0.3592 2.3869 -2.0711 0.3 -0.8 0.9 -0.8103
N 1.6916 0.6697 0.2936 -2.0 0.6 0.0 -0.1457
H -2.1671 -2.0007 -1.0165 0.4 0.2 0.1 0.4807
H -0.8630 -0.6026 -2.9506 0.2 -0.1 0.4 0.4674
H -0.3162 -3.0184 0.6658 0.0 0.5 -0.1 0.5761
H 2.1297 -2.2799 -0.2152 -0.3 0.3 -0.1 0.5004
H 1.7809 -0.7706 -2.4638 -0.2 0.0 0.3 0.4444
H -2.4085 0.7660 -1.1756 0.9 0.1 0.3 0.2510
H 2.6051 0.9694 0.6260 -0.1 -0.3 -0.2 0.1496
H -2.1137 2.0073 0.1551 0.7 -0.4 -0.2 0.2258
H 0.0857 3.1502 -2.8115 -0.3 -0.4 0.4 0.2815
H 1.4240 2.1241 -2.0086 -0.6 0.2 0.0 0.2701
C 2.3176 -0.7150 3.9297 0.3 -0.2 0.0 -1.5169
C 1.1948 -1.6651 4.3375 -0.4 0.4 0.0 1.6641
C 1.1509 -2.9104 3.4557 0.1 -0.1 -0.1 -1.2841
C 1.3802 -2.0991 5.7887 0.0 0.0 0.3 -1.8345
O -0.0813 -0.9810 4.2644 0.8 -0.4 -0.4 0.4188
Si -0.6902 0.1198 3.2075 0.4 0.3 0.8 -1.0746
O -0.7614 -0.3804 1.6807 0.2 0.5 -0.9 1.0532
O -2.1870 0.4855 3.8014 -0.3 -0.6 0.0 -0.5207
C -3.1667 -0.4229 4.4012 0.4 0.3 -0.2 1.7859
C -3.9553 -1.1396 3.3132 -0.2 -0.1 -0.1 -1.5086
C -2.4998 -1.4437 5.3058 -0.3 -0.6 0.5 -1.5926
C -4.1014 0.4479 5.2263 -0.1 0.2 0.1 -1.8280
O 0.3019 1.4300 3.3453 -0.5 0.8 0.1 0.2183
C 0.0037 2.8396 3.5417 0.3 -0.7 -0.1 1.7874
C -0.8417 3.3387 2.3756 -0.1 0.1 -0.1 -1.1392
C -0.7170 3.0275 4.8714 -0.2 0.2 0.2 -1.5249
C 1.3396 3.5855 3.5455 0.1 0.0 0.0 -1.7997
H 3.2766 -1.2497 4.0138 -0.2 0.2 0.0 0.5213
H 2.3385 0.1520 4.6059 0.0 -0.2 -0.3 0.2577
H 2.2049 -0.3772 2.8894 0.0 0.0 0.3 0.0178
H 2.0854 -3.4783 3.5802 -0.2 0.1 -0.1 0.4917
H 0.3144 -3.5585 3.7611 0.2 0.2 -0.2 0.2967
H 1.0572 -2.6359 2.3985 -0.1 -0.1 0.2 -0.2417
H 2.3058 -2.6826 5.8864 -0.2 0.1 0.0 0.4222
H 1.4460 -1.2314 6.4573 0.0 -0.1 -0.2 0.3862
H 0.5458 -2.7272 6.1260 0.1 0.1 -0.1 0.3352
H -3.3154 -1.7982 2.7159 0.0 0.2 0.1 0.2118
H -4.7276 -1.7589 3.7925 0.2 0.1 -0.2 0.4312
H -4.4586 -0.4254 2.6506 0.2 -0.1 0.1 0.3174
H -1.8490 -0.9627 6.0438 0.0 -0.1 -0.3 0.3190
H -3.2795 -1.9870 5.8602 0.0 0.2 -0.1 0.4879
H -1.9379 -2.1941 4.7413 -0.1 0.3 0.2 0.2320
H -3.5440 1.0066 5.9866 0.0 -0.1 -0.1 0.3956
H -4.6353 1.1591 4.5865 0.1 0.0 0.1 0.3672
H -4.8438 -0.1742 5.7402 0.1 0.1 -0.1 0.4284
H -1.8208 2.8445 2.3767 0.1 0.1 0.0 0.0459
H -0.9968 4.4233 2.4695 0.0 -0.3 -0.1 0.5571
H -0.3254 3.1337 1.4252 -0.1 0.1 0.3 0.0662
H -0.1235 2.6143 5.6991 -0.1 0.1 -0.2 0.3209
H -0.8701 4.1024 5.0491 0.0 -0.2 0.0 0.4996
H -1.6934 2.5288 4.8624 0.3 0.1 0.0 0.1401
H 1.9809 3.2651 4.3774 -0.2 0.0 -0.2 0.3827
H 1.8791 3.4255 2.6028 -0.1 -0.1 0.2 0.3341
H 1.1592 4.6639 3.6536 0.0 -0.2 0.0 0.3980

[3]
13
Properties=species:S:1:pos:R:3:forces:R:3:nbo_charge:R:1 method="wB97M-V/def2-TZVPD" lumo_energy_ev=-5.00 fmax_ev_per_a=2.90 homo_energy_ev=-13.5 de_lowest_kcal_mol=66.4 charge=+1
C -2.5188 -0.3373 0.6296 1.1 1.3 2.0 -0.1330
C 1.6008 0.1608 -0.3285 -1.7 0.9 0.2 0.0082
N -2.1090 -0.7448 -0.4886 -1.7 -0.2 0.9 -0.1977
N -1.0336 -0.4224 -1.1438 2.7 1.1 0.0 -0.5336
N 2.5646 0.9734 0.0888 -0.9 -1.4 0.1 -0.6954
S 0.0641 1.0077 -0.7261 -0.2 -2.2 -0.8 0.4529
S 1.7837 -1.5524 -0.1872 0.9 0.6 0.3 0.2259
H -1.9439 0.4131 1.3700 -1.2 -1.5 -1.9 0.1742
H -3.4520 -0.7671 0.9983 0.3 0.1 -0.1 0.2226
H -1.1409 -0.6577 -2.1167 0.3 0.7 -0.4 0.4168
H 3.2682 0.4990 0.6329 0.7 0.5 0.0 0.4312
H 2.3504 1.9445 0.2827 0.2 0.0 0.0 0.4377
H 0.9020 -1.9355 -1.0941 -0.7 0.2 -0.3 0.1902

[4]
19
Properties=species:S:1:pos:R:3:forces:R:3:nbo_charge:R:1 method="wB97M-V/def2-TZVPD" lumo_energy_ev=0.75 fmax_ev_per_a=3.98 homo_energy_ev=-8.8 de_lowest_kcal_mol=3.1
H 4.0729 -1.4991 0.2038 -1.8 0.1 -1.4 0.3635
N 3.1270 -1.3235 -0.2953 1.5 0.1 0.0 -0.6598
C 2.7934 -0.1704 0.1049 1.1 -1.2 3.6 0.5021
O 3.6304 0.3886 1.1071 -1.3 0.5 -1.5 -0.7051
C 1.4274 0.3557 0.1374 0.1 0.4 0.1 0.2298
N 1.0772 1.4134 0.8416 0.1 -0.1 -0.4 -0.4562
C -0.2693 1.5490 0.6414 -0.3 -0.2 -0.4 -0.0961
C -0.7333 0.5553 -0.2002 -0.1 0.2 0.6 0.1213
C -2.0835 0.2759 -0.7706 -0.1 0.1 0.0 -0.4324
C -2.7102 -1.0139 -0.2373 -0.2 -0.2 0.1 -0.5985
N 0.3576 -0.2357 -0.4426 0.2 0.1 -0.7 -0.4903
H 3.1192 1.1086 1.5162 0.1 0.1 -0.1 0.5025
H -0.8462 2.3542 1.0904 0.2 -0.2 -0.2 0.2131
H -2.0098 0.2260 -1.8682 0.0 0.0 0.2 0.2145
H -2.7269 1.1349 -0.5375 0.1 -0.2 -0.1 0.2257
H -2.8195 -0.9722 0.8554 0.0 0.0 -0.3 0.2143
H -3.7045 -1.1650 -0.6789 0.3 0.0 0.1 0.2151
H -2.0948 -1.8907 -0.4838 -0.2 0.2 0.1 0.2005
H 0.3928 -1.0911 -0.9840 0.1 0.3 0.1 0.4360